Computed, not measured: an isolated molecule of C5H8O at a distorted geometry, with ωB97M-V/def2-TZVPD.

```
14
Properties=species:S:1:pos:R:3:lowdin_charge:R:1
C 1.53 0.46 0.49 -0.0758
C 0.33 0.46 -0.46 -0.4352
C -0.33 -0.92 -0.72 -0.1415
C -1.54 -0.80 0.18 -0.2408
O -1.40 -0.30 1.34 -0.0440
C -0.93 1.14 -0.07 0.1415
H 1.23 0.01 1.45 0.0772
H 1.88 1.48 0.68 0.0768
H 2.37 -0.12 0.09 0.0748
H 0.62 0.89 -1.43 0.1412
H 0.29 -1.78 -0.44 0.1249
H -0.64 -1.04 -1.76 0.1174
H -2.47 -1.33 -0.07 0.1324
H -0.93 1.90 0.70 0.0512
```

Values from the calculation:
Frontier orbital gap, eV: 9.02
Relative energy (zero: lowest compared OMol25 entry of this formula, charge and spin), kcal/mol: 108.4
Total charge: 0
HOMO, eV: -8.37